ORCA calculation (ωB97M-V/def2-TZVPD) on a 4-piece molecular cluster, C23H42ClN3O6 overall at a distorted geometry.

Geometry as XYZ:
```
75
Properties=species:S:1:pos:R:3:forces:R:3:lowdin_charge:R:1
C 1.5594 -3.6743 1.1158 0.7229 -0.1105 -0.9886 0.083
C 1.7992 -2.8060 0.2889 -0.3014 0.0848 -0.7278 -0.105
C 2.0944 -1.7638 -0.8581 1.0154 -0.8936 0.8158 -0.072
C 1.6163 -0.2764 -0.4822 -1.5531 -1.2171 -0.2157 -0.323
C 2.5780 0.9356 -0.8026 1.3341 0.9404 0.6727 -0.251
C 4.1286 0.6140 -0.4792 -0.5097 -1.2040 -1.4146 -0.072
C 2.2339 2.2833 -0.0128 0.1033 0.6188 -0.6648 -0.200
C 1.2068 3.2545 -0.7573 -0.3258 0.4906 1.2989 -0.108
O 1.2721 -0.3554 0.9359 -0.9480 1.0129 1.2991 0.017
C 0.0263 0.2418 1.2748 1.9596 -0.0010 -2.9146 -0.435
O -0.4671 0.3807 2.3484 0.8045 -0.1697 -1.5999 0.182
O -0.4585 0.6919 0.0069 -0.4429 0.4031 1.0298 -0.007
C 0.1192 -0.1218 -1.0229 -0.5349 -1.7350 0.6519 -0.637
Cl 0.0523 0.4457 -2.7596 0.2008 0.5142 1.1304 0.730
C -0.8334 -1.3958 -1.0456 -0.6838 -1.1521 -0.5255 -0.173
C -2.3413 -1.0753 -1.5247 -0.4653 -0.5547 0.0388 -0.215
C -3.4497 -1.4541 -0.4427 -0.0719 1.6352 -0.0484 -0.235
C -3.2391 -0.5707 0.8955 0.0294 -1.4684 -0.7079 -0.107
H 1.5110 -4.6216 1.7080 -0.0958 1.7301 -0.7479 0.049
H 3.2221 -1.8309 -1.0137 -1.4633 0.3558 0.2912 0.112
H 1.6497 -2.1057 -1.8496 0.3824 0.4576 1.4565 0.120
H 2.5701 1.2135 -1.9090 -0.3535 -0.6735 1.3868 0.128
H 4.7810 1.5323 -0.5478 -0.9903 -1.0304 0.4457 0.073
H 4.2646 0.0329 0.4791 -0.0825 0.9508 -0.8946 0.095
H 4.4702 -0.0622 -1.3383 -0.2131 0.6957 1.2315 0.075
H 1.8955 2.1255 1.0524 0.4111 -0.1394 -1.1686 0.107
H 3.2174 2.8540 0.0589 -1.2755 -0.9300 0.0023 0.091
H 1.6664 4.2993 -0.7510 -0.6542 -1.3526 -0.4450 0.076
H 0.8937 2.9200 -1.7857 0.5410 0.4513 1.0634 0.040
H 0.2651 3.3584 -0.1194 1.0736 -0.2375 -1.0308 0.075
H -0.9385 -1.9132 -0.0373 0.6075 0.9330 -1.0086 0.125
H -0.4659 -2.2094 -1.7552 -0.1522 1.2480 0.9438 0.114
H -2.5023 0.0107 -1.7946 0.3759 -1.1914 0.2819 0.097
H -2.5591 -1.7076 -2.4499 0.3703 1.0210 1.0560 0.112
H -3.4997 -2.5623 -0.2324 0.1631 1.2296 -0.0722 0.103
H -4.4550 -1.1221 -0.8720 1.2704 -0.6744 0.3532 0.107
H -4.2094 -0.6269 1.4764 1.2886 0.2045 -0.3850 0.069
H -2.9575 0.5019 0.6508 -0.4299 -1.4103 0.3389 0.081
H -2.3941 -1.0876 1.4597 -1.2211 1.0275 -0.3216 0.062
C -3.6939 0.7296 -7.7868 -0.0938 0.0211 -0.0844 -0.015
C -3.2414 0.1290 -6.4812 -0.1532 -0.3087 0.4639 -0.555
O -3.9921 -0.5244 -5.7723 0.0407 0.1054 -0.1729 0.029
N -1.9506 0.3340 -6.0993 -0.3186 0.0169 -0.2467 0.003
C -0.9176 1.0725 -6.7948 0.1177 -0.2407 0.4994 -0.081
H -4.7410 0.4815 -7.9539 0.1202 -0.0448 0.1470 0.083
H -3.5966 1.8165 -7.7535 0.0895 -0.0388 -0.1562 0.084
H -3.1056 0.3220 -8.6112 0.0177 0.1809 -0.0313 0.083
H -1.7204 -0.0977 -5.2153 -0.0076 0.0605 -0.0563 0.111
H -0.0845 0.3953 -6.9951 0.1064 0.2032 -0.1688 0.083
H -0.5718 1.8785 -6.1439 0.1384 0.1044 -0.2220 0.080
H -1.2734 1.4933 -7.7318 -0.0497 -0.0715 0.0988 0.073
C -5.3690 -3.4056 3.7021 -0.1194 0.0319 -0.0221 -0.013
C -4.0660 -3.9791 3.2098 0.2818 -0.1666 -0.3547 -0.558
O -3.9374 -4.4210 2.0788 -0.0933 0.0502 0.0063 0.022
N -3.0102 -3.9941 4.0689 -0.4120 0.0611 -0.0900 0.003
C -2.9614 -3.5199 5.4362 0.4682 -0.1982 -0.2133 -0.079
H -6.1114 -3.4636 2.9074 0.1872 -0.0549 0.0018 0.084
H -5.7320 -3.9788 4.5575 -0.0069 0.1712 0.0673 0.083
H -5.2373 -2.3573 3.9772 -0.0699 -0.0648 0.1481 0.083
H -2.1734 -4.3924 3.6686 -0.0665 0.0637 0.0434 0.138
H -2.1935 -2.7467 5.5060 -0.1083 0.0590 0.2466 0.083
H -2.6844 -4.3561 6.0819 -0.0734 0.1630 0.2164 0.081
H -3.9143 -3.1121 5.7636 0.0484 -0.0533 -0.1163 0.073
C 3.7531 3.7153 3.2220 -0.0981 0.0276 -0.0403 0.000
C 5.0467 3.1183 2.7332 0.2654 -0.2060 -0.3455 -0.530
O 5.1729 2.6778 1.5981 -0.0307 0.1640 0.1996 0.018
N 6.0954 3.0775 3.5983 -0.4032 0.0749 -0.1625 0.004
C 6.1443 3.5430 4.9688 0.4435 -0.2212 -0.1948 -0.078
H 3.0138 3.6779 2.4235 0.1725 -0.0469 0.0222 0.065
H 3.3738 3.1444 4.0717 -0.0101 0.1636 0.0576 0.091
H 3.9048 4.7589 3.5045 -0.0759 -0.0663 0.1503 0.088
H 6.9269 2.6646 3.2012 -0.0671 0.0388 0.0568 0.141
H 6.9270 4.3002 5.0483 -0.1049 0.0532 0.2494 0.083
H 6.4001 2.6980 5.6113 -0.0700 0.1670 0.2109 0.083
H 5.1975 3.9678 5.2921 0.0491 -0.0581 -0.1144 0.074
```
Positions in Å, forces in eV/Å.

Summary:
- E (eV) = -53807.17979
- structure (SMILES) = C#CC[C@]1([C@H](C)CC)OC(=O)O[C@]1(Cl)CCCC.CNC(C)=O.CNC(C)=O.CNC(C)=O
- net charge = 0